51
Properties=species:S:1:pos:R:3:forces:R:3 method="wB97M-V/def2-TZVPD" e_above_lowest_ev=0.9316 total_energy_ha=-2296.5093 e_homo_ev=-4.04 homo_lumo_gap_ev=3.49 lumo_energy_ev=-0.549 total_charge=-1
C 7.21256 -0.97880 -0.15661 0.8 -0.7 -0.2
C 6.13395 -0.01786 -0.02813 -0.8 1.5 0.2
C 6.14173 1.36414 -0.02374 0.2 -1.7 0.0
C 4.79146 1.75109 0.15143 -0.9 -1.0 0.2
C 4.02566 0.58429 0.25962 0.9 1.4 0.5
B 2.41714 0.44812 0.20192 3.3 0.6 -0.1
O 1.71115 -0.29565 1.24031 -0.9 0.2 -0.5
C 0.33054 -0.21610 0.92869 0.3 0.3 0.1
C 0.11436 0.59447 -0.40098 0.9 0.1 0.3
C -1.29993 0.76398 -0.86592 -0.1 0.1 -0.3
C 0.95614 -0.17528 -1.46389 -0.1 0.4 0.0
O 2.31087 -0.19246 -1.11804 -1.5 0.0 -0.2
C 0.71116 2.00584 -0.09747 0.2 -0.4 -0.2
O 2.06667 1.89805 0.19196 -0.8 -0.6 -0.1
O 4.85946 -0.49805 0.14087 0.8 0.8 0.0
H 8.14879 -0.42040 -0.19809 0.1 -0.1 0.0
H 7.25862 -1.68351 0.67963 0.0 0.0 0.0
H 7.13172 -1.56645 -1.07482 0.0 -0.1 0.0
H 7.03090 1.97675 -0.13805 -0.2 -0.1 0.0
H 4.42917 2.76923 0.15184 -0.2 -0.3 0.1
H -0.07554 -1.24001 0.84717 0.1 0.1 -0.1
H -0.16410 0.26836 1.79430 -0.2 0.1 -0.3
H -1.42395 1.57839 -1.60338 0.3 -0.3 0.2
H -1.68162 -0.15350 -1.32596 0.2 0.5 0.2
H -1.88936 1.03473 0.00370 -0.2 0.1 -0.1
H 0.55954 -1.20366 -1.53096 -0.1 0.0 0.0
H 0.82425 0.29110 -2.45316 -0.1 0.0 0.0
H 0.57630 2.67176 -0.96040 -0.2 0.0 -0.1
H 0.19946 2.45273 0.77322 -0.4 -0.1 -0.2
O -4.74238 -1.63316 -2.40429 0.8 -0.6 0.8
S -3.82035 -2.24418 -1.46781 -0.2 0.1 0.7
O -4.09482 -3.46424 -0.74287 0.1 0.5 -0.9
C -2.24221 -2.63321 -2.45055 1.2 0.1 0.1
F -2.52194 -3.58391 -3.35101 0.0 0.6 0.7
F -1.73910 -1.55636 -3.10013 -0.7 -1.1 0.7
F -1.29936 -3.10446 -1.57805 -1.1 0.6 -1.0
C -3.46296 -1.03551 -0.15780 1.0 -0.6 0.7
C -2.54018 -1.27037 0.89310 -1.6 -0.7 -1.5
C -2.65062 -0.41282 1.99606 -1.0 -0.3 2.1
N -2.42577 -0.78909 3.33079 -1.2 0.0 -1.0
O -1.81322 -1.69477 3.85595 -0.5 1.2 -0.6
O -3.37566 -0.03352 4.10639 1.1 0.1 -0.9
N -4.08842 0.85315 3.30585 1.5 -0.9 -1.8
C -3.65039 0.60384 2.04753 -0.6 0.7 2.0
C -4.18504 1.09421 0.79978 0.1 -1.5 -1.4
N -4.58973 2.47054 0.57966 -1.1 2.1 0.0
O -4.34140 3.31858 1.46087 -0.2 -1.9 -1.4
O -5.17769 2.74920 -0.48332 1.1 -0.7 1.6
C -4.18242 0.18601 -0.26850 0.3 1.7 1.2
H -1.87499 -2.13002 0.93849 -0.3 0.1 -0.1
H -4.58841 0.49876 -1.23524 0.0 -0.2 0.4